A 6-piece molecular cluster, C2H14O6 overall, computed with the ωB97M-V functional and the def2-TZVPD basis.

ORCA input file:
```
! RIJCOSX wB97M-V def2-TZVPD def2/J DEFGRID3
* xyz 0 1
O -1.745 1.395 -0.222
O -0.093 -0.295 -2.399
O -2.082 -1.299 -0.404
O 0.984 1.703 -0.614
O 0.693 -0.085 2.085
O -1.596 -1.914 2.071
C 2.147 1.273 -0.675
C 2.510 0.042 0.090
H 3.479 -0.349 0.020
H 0.457 0.068 -3.048
H -2.709 1.536 0.007
H -1.868 -1.846 -1.277
H 2.929 1.702 -1.334
H -2.455 -1.721 2.524
H -1.770 -0.314 -0.724
H -1.221 2.202 -0.122
H -0.043 -0.733 2.017
H 0.387 0.669 1.573
H 1.730 -0.749 -0.185
H 2.284 0.198 1.202
H -0.368 0.353 -1.717
H -1.650 -1.838 1.132
*
```

Values from the calculation:
LUMO level = 0.353 eV
Calculated total energy = -535.9919 Ha
HOMO level = -10.1 eV
Frontier orbital gap = 10.48 eV
ΔE to the lowest compared entry with this formula, charge and spin = 21.2 kcal/mol
Structure (SMILES) = CC=O.O.O.O.O.O